A 6-piece molecular cluster, C23H42Cl2N7O7 overall at a distorted geometry. Source: OMol25; level of theory: wB97M-V/def2-TZVPD.

Results
Total charge: +1
Energy, hartree: -2731.6583
Frontier orbital gap, eV: 6.0562

Last column: Mulliken charge in e.
Geometry (Å):
C1 -1.437 6.864 -3.599  0.049
C2 -1.524 5.999 -4.428  -0.311
C3 -1.592 4.825 -5.294  -0.894
C4 -0.454 3.904 -4.965  0.592
N1 0.487 3.508 -5.825  0.085
Cl1 0.576 3.913 -7.443  0.140
C5 1.374 2.693 -5.126  -0.204
Cl2 2.741 2.011 -5.842  -0.123
C6 0.939 2.598 -3.873  -0.305
N2 -0.225 3.365 -3.779  0.330
C7 -1.031 3.530 -2.574  -0.327
C8 -0.898 2.341 -1.631  0.026
O1 -0.360 2.492 -0.578  -0.416
O2 -1.408 1.150 -2.016  -0.442
H1 -1.301 7.537 -2.790  0.407
H2 -2.528 4.295 -5.127  0.332
H3 -1.519 5.134 -6.331  0.381
H4 1.374 2.068 -3.048  0.586
H5 -0.829 4.469 -2.079  0.290
H6 -2.070 3.591 -2.902  0.441
H7 -2.355 1.209 -2.205  0.355
C9 -3.380 0.173 3.854  -1.023
C10 -3.825 1.067 2.731  0.694
O3 -4.902 1.648 2.730  -0.619
N3 -2.969 1.224 1.685  -0.066
C11 -1.651 0.640 1.495  -0.584
H8 -4.155 0.151 4.615  0.226
H9 -3.215 -0.843 3.494  0.349
H10 -2.459 0.551 4.298  0.262
H11 -3.328 1.836 0.972  0.171
H12 -0.921 1.436 1.400  0.191
H13 -1.647 0.048 0.578  0.234
H14 -1.371 0.003 2.330  0.187
C12 1.297 -1.700 5.961  -1.395
C13 0.858 -0.839 4.802  0.857
O4 -0.230 -0.273 4.801  -0.631
N4 1.713 -0.716 3.761  -0.040
C14 3.036 -1.315 3.605  -0.908
H15 0.512 -1.701 6.710  0.289
H16 1.470 -2.726 5.632  0.386
H17 2.209 -1.304 6.409  0.381
H18 1.364 -0.132 3.019  0.134
H19 3.774 -0.520 3.486  0.249
H20 3.065 -1.954 2.719  0.448
H21 3.294 -1.913 4.472  0.292
C15 3.394 -5.328 0.620  -1.194
C16 4.345 -4.164 0.759  0.751
O5 4.090 -3.203 1.480  -0.676
N5 5.502 -4.217 0.063  -0.170
C17 5.977 -5.270 -0.825  -0.582
H22 2.520 -5.139 1.238  0.261
H23 3.073 -5.440 -0.416  0.339
H24 3.866 -6.251 0.956  0.350
H25 6.092 -3.412 0.201  0.225
H26 6.923 -5.655 -0.441  0.281
H27 6.146 -4.852 -1.816  0.065
H28 5.263 -6.084 -0.892  0.315
C18 -9.217 1.342 6.350  -1.165
C19 -9.673 2.244 5.226  0.714
O6 -10.756 2.807 5.248  -0.659
N6 -8.826 2.409 4.178  -0.098
C20 -7.506 1.828 3.972  -0.776
H29 -9.995 1.312 7.106  0.290
H30 -9.045 0.330 5.984  0.326
H31 -8.303 1.726 6.803  0.331
H32 -9.191 3.021 3.466  0.221
H33 -6.771 2.621 3.869  0.296
H34 -7.508 1.239 3.056  0.260
H35 -7.223 1.191 4.803  0.250
C21 4.985 -2.595 -4.176  -1.108
C22 6.290 -3.268 -4.534  0.804
O7 6.952 -3.874 -3.707  -0.662
N7 6.712 -3.178 -5.821  -0.185
C23 6.068 -2.510 -6.936  -0.805
H36 4.789 -2.756 -3.120  0.173
H37 5.045 -1.522 -4.361  0.307
H38 4.163 -3.021 -4.754  0.351
H39 7.587 -3.648 -5.990  0.239
H40 5.858 -3.232 -7.726  0.290
H41 6.732 -1.742 -7.337  0.287
H42 5.137 -2.046 -6.629  0.279